{
  "formula": "C4H3P",
  "method": "wB97M-V/def2-TZVPD",
  "orbital_gap_ha": [0.3109, 0.3109],
  "lumo_ha": [-0.050, -0.050],
  "e_homo_ev": [-9.81, -9.82],
  "e_above_lowest_kcal_mol": 53.5,
  "molar_mass_g_mol": 82.04,
  "symbols": ["C", "C", "C", "C", "P", "H", "H", "H"],
  "coordinates": [[-2.380369, 0.168180, 0.479646], [2.081012, 0.453451, -1.618323], [-1.233251, 0.128479, 0.885236], [1.637249, 0.336380, -0.491713], [0.326261, -0.188181, 1.591164], [-3.317305, 0.238775, -0.012982], [2.806865, 0.353921, -2.367445], [0.079538, -1.491006, 1.534418]],
  "atomic_forces_ev_per_a": [[1.6612, 0.1868, 0.2034], [-0.1017, -0.4574, 1.7622], [-1.7805, -0.0709, -0.5277], [-1.9594, -0.9980, 1.9968], [2.0289, 3.4653, -2.0505], [-0.2562, 0.0175, 0.1361], [0.2253, 0.2755, -0.9293], [0.1824, -2.4190, -0.5909]]
}